Record 1
One molecule with the formula C3H4N2OS in a non-equilibrium geometry, computed with ωB97M-V/def2-TZVPD.

Values from the calculation:
Frontier orbital gap   0.369 hartree
Energy relative to the best compared isomer or geometry (same formula, charge and spin)   391.30 kJ/mol
Calculated total energy   -699.52309 a.u.
E_HOMO   -9.8835 eV
Largest force on an atom   0.0480 hartree/bohr

Cartesian coordinates (Å):
1 C -0.68 0.91 1.24
2 C 0.28 0.90 0.29
3 C -0.72 -0.15 2.21
4 N -0.82 -1.17 2.74
5 N -0.16 -1.17 -1.93
6 O 1.24 -0.12 0.26
7 S 1.26 -0.85 -1.36
8 H -1.52 1.65 1.20
9 H 0.20 1.67 -0.49
10 H 1.37 0.43 -2.01
11 H -0.44 -2.10 -2.16

Mulliken charges in e: number 1, C, carries -0.47; number 2, C, carries 0.14; number 3, C, carries 0.27; number 4, N, carries -0.39; number 5, N, carries -0.49; number 6, O, carries -0.36; number 7, S, carries 0.26; number 8, H, carries 0.29; number 9, H, carries 0.33; number 10, H, carries 0.19; number 11, H, carries 0.23

=====

Record 2
One molecule with the formula C3H4N2OS in a non-equilibrium geometry, computed with ωB97M-V/def2-TZVPD.

Values from the calculation:
Frontier orbital gap   0.312 hartree
Energy relative to the best compared isomer or geometry (same formula, charge and spin)   279.63 kJ/mol
SMILES   [H]/N=C\N(C=O)C=S
Calculated total energy   -699.56562 a.u.
E_HOMO   -9.6587 eV
Largest force on an atom   0.1339 hartree/bohr

Cartesian coordinates (Å):
1 H 0.41 1.39 -1.56
2 N 0.84 0.47 -2.01
3 C 0.62 -0.36 -0.99
4 N -0.02 -0.11 0.21
5 C -0.14 -1.15 1.00
6 O 0.38 -2.27 0.83
7 C -0.68 1.09 0.40
8 S -1.72 1.10 1.56
9 H 1.11 -1.31 -1.16
10 H -0.57 -0.90 2.00
11 H -0.24 2.05 -0.29

Mulliken charges in e: number 1, H, carries 0.14; number 2, N, carries -0.59; number 3, C, carries 0.14; number 4, N, carries 0.10; number 5, C, carries 0.12; number 6, O, carries -0.53; number 7, C, carries 0.12; number 8, S, carries -0.36; number 9, H, carries 0.39; number 10, H, carries 0.28; number 11, H, carries 0.19

=====

Record 3
One molecule with the formula C3H4N2OS in a non-equilibrium geometry, computed with ωB97M-V/def2-TZVPD.

Values from the calculation:
Frontier orbital gap   0.319 hartree
Energy relative to the best compared isomer or geometry (same formula, charge and spin)   6.73 kJ/mol
SMILES   O=c1[nH]cc(S)[nH]1
Calculated total energy   -699.66957 a.u.
E_HOMO   -8.1020 eV
Largest force on an atom   0.0362 hartree/bohr

Cartesian coordinates (Å):
1 O 2.52 -1.04 -0.01
2 C 1.42 -0.51 -0.08
3 N 1.10 0.83 -0.07
4 C -0.26 1.03 -0.08
5 C -0.83 -0.17 -0.11
6 S -2.49 -0.60 -0.12
7 N 0.20 -1.15 -0.09
8 H 1.86 1.48 -0.28
9 H -0.69 2.03 -0.03
10 H -2.92 0.25 0.87
11 H 0.07 -2.14 0.00

Mulliken charges in e: number 1, O, carries -0.64; number 2, C, carries 0.20; number 3, N, carries -0.06; number 4, C, carries -0.27; number 5, C, carries 0.12; number 6, S, carries -0.29; number 7, N, carries -0.05; number 8, H, carries 0.25; number 9, H, carries 0.43; number 10, H, carries 0.14; number 11, H, carries 0.19

=====

Record 4
One molecule with the formula C3H4N2OS in a non-equilibrium geometry, computed with ωB97M-V/def2-TZVPD.

Values from the calculation:
Frontier orbital gap   0.285 hartree
Energy relative to the best compared isomer or geometry (same formula, charge and spin)   342.41 kJ/mol
SMILES   Cn1cnc(=S)o1
Calculated total energy   -699.54171 a.u.
E_HOMO   -8.3576 eV
Largest force on an atom   0.0943 hartree/bohr

Cartesian coordinates (Å):
1 C 1.24 -0.64 1.02
2 N 0.09 -0.42 0.10
3 C -1.04 0.28 0.43
4 N -1.57 0.78 -0.66
5 C -0.78 0.60 -1.68
6 S -1.06 1.28 -3.22
7 O 0.44 0.08 -1.21
8 H 0.78 -0.59 2.07
9 H 2.01 0.18 0.84
10 H 1.58 -1.77 1.09
11 H -1.70 0.23 1.22

Mulliken charges in e: number 1, C, carries -0.71; number 2, N, carries 0.14; number 3, C, carries 0.04; number 4, N, carries -0.43; number 5, C, carries 0.20; number 6, S, carries -0.28; number 7, O, carries -0.24; number 8, H, carries 0.32; number 9, H, carries 0.30; number 10, H, carries 0.24; number 11, H, carries 0.42

=====

Record 5
One molecule with the formula C3H4N2OS in a non-equilibrium geometry, computed with ωB97M-V/def2-TZVPD.

Values from the calculation:
Frontier orbital gap   0.266 hartree
Energy relative to the best compared isomer or geometry (same formula, charge and spin)   139.37 kJ/mol
SMILES   Oc1c[nH]c(=S)[nH]1
Calculated total energy   -699.61905 a.u.
E_HOMO   -7.3720 eV
Largest force on an atom   0.1083 hartree/bohr

Cartesian coordinates (Å):
1 O -1.69 -0.04 1.45
2 C -0.78 0.09 0.48
3 C -0.71 -0.01 -0.88
4 N 0.61 0.00 -1.22
5 C 1.40 0.08 -0.11
6 S 3.04 0.33 -0.14
7 N 0.51 0.06 0.94
8 H -2.64 -0.69 1.27
9 H -1.46 0.09 -1.64
10 H 0.99 0.31 -2.11
11 H 0.73 -0.22 1.97

Mulliken charges in e: number 1, O, carries -0.62; number 2, C, carries 0.54; number 3, C, carries -0.63; number 4, N, carries -0.07; number 5, C, carries -0.08; number 6, S, carries -0.42; number 7, N, carries -0.09; number 8, H, carries 0.39; number 9, H, carries 0.41; number 10, H, carries 0.27; number 11, H, carries 0.30

=====

Record 6
A 3-piece molecular cluster, C3H4N2OS overall in a non-equilibrium geometry, computed with ωB97M-V/def2-TZVPD.

Values from the calculation:
Frontier orbital gap   0.288 hartree
Energy relative to the best compared isomer or geometry (same formula, charge and spin)   644.88 kJ/mol
Calculated total energy   -699.42651 a.u.
E_HOMO   -8.8774 eV
Largest force on an atom   0.1041 hartree/bohr

Cartesian coordinates (Å):
1 C 0.38 0.48 1.26
2 C 0.68 -1.43 -0.54
3 C -0.52 0.68 -1.09
4 H -2.13 0.71 1.81
5 H 1.84 0.36 1.60
6 H 1.01 -1.38 -1.72
7 H -0.64 1.74 -0.83
8 N -0.64 1.03 1.95
9 N 0.03 -0.13 -0.19
10 O 0.89 -2.24 0.31
11 S -0.90 0.18 -2.58

Mulliken charges in e: number 1, C, carries 0.03; number 2, C, carries 0.15; number 3, C, carries -0.06; number 4, H, carries 0.35; number 5, H, carries 0.31; number 6, H, carries 0.20; number 7, H, carries 0.32; number 8, N, carries -0.57; number 9, N, carries 0.07; number 10, O, carries -0.44; number 11, S, carries -0.36

=====

Record 7
One molecule with the formula C3H4N2OS in a non-equilibrium geometry, computed with ωB97M-V/def2-TZVPD.

Values from the calculation:
Frontier orbital gap   0.346 hartree
Energy relative to the best compared isomer or geometry (same formula, charge and spin)   152.11 kJ/mol
SMILES   Cn1ncoc1=S
Calculated total energy   -699.61420 a.u.
E_HOMO   -8.6139 eV
Largest force on an atom   0.0571 hartree/bohr

Cartesian coordinates (Å):
1 C -1.12 1.13 0.05
2 N -0.14 0.16 -0.03
3 N -0.60 -1.15 -0.01
4 C 0.50 -1.83 0.07
5 O 1.61 -1.07 -0.13
6 C 1.19 0.24 -0.20
7 S 2.32 1.39 -0.33
8 H -1.73 1.23 -0.86
9 H -1.78 0.75 0.86
10 H -0.82 2.03 0.54
11 H 0.56 -2.88 0.04

Mulliken charges in e: number 1, C, carries -0.81; number 2, N, carries 0.55; number 3, N, carries -0.70; number 4, C, carries -0.03; number 5, O, carries -0.29; number 6, C, carries 0.30; number 7, S, carries -0.40; number 8, H, carries 0.29; number 9, H, carries 0.31; number 10, H, carries 0.35; number 11, H, carries 0.42

=====

Record 8
C3H4N2S as an isolated structure in a non-equilibrium geometry, computed with ωB97M-V/def2-TZVPD.

Values from the calculation:
Frontier orbital gap   0.324 hartree
Energy relative to the best compared isomer or geometry (same formula, charge and spin)   384.72 kJ/mol
Calculated total energy   -624.27926 a.u.
E_HOMO   -9.5324 eV
Largest force on an atom   0.1138 hartree/bohr

Cartesian coordinates (Å):
1 C -0.34 0.51 0.55
2 C 0.14 -0.91 0.35
3 C 0.83 1.06 -0.09
4 H -1.51 -0.75 -1.43
5 H -0.50 0.70 1.57
6 H -0.49 -1.79 0.73
7 H 0.79 2.18 -0.42
8 N 1.31 -1.13 -0.23
9 N 1.73 0.19 -0.67
10 S -1.98 -0.06 -0.37

Mulliken charges in e: number 1, C, carries 0.08; number 2, C, carries -0.36; number 3, C, carries -0.20; number 4, H, carries 0.21; number 5, H, carries 0.38; number 6, H, carries 0.47; number 7, H, carries 0.32; number 8, N, carries -0.37; number 9, N, carries -0.32; number 10, S, carries -0.20

=====

Record 9
A 2-piece molecular cluster, C3H4N2S overall in a non-equilibrium geometry, computed with ωB97M-V/def2-TZVPD.

Values from the calculation:
Frontier orbital gap (alpha / beta)   0.301 / 0.301 hartree
Energy relative to the best compared isomer or geometry (same formula, charge and spin)   495.05 kJ/mol
SMILES   [S-][N+]1=CC1.C#N
Calculated total energy   -624.23723 a.u.
E_HOMO (alpha / beta)   -8.2550 / -8.2559 eV
Largest force on an atom   0.0729 hartree/bohr

Cartesian coordinates (Å):
1 S 2.27 0.35 -0.03
2 N 0.74 0.77 0.20
3 C -0.47 0.60 0.62
4 C -0.25 1.68 -0.34
5 H -1.01 0.50 1.54
6 H -0.77 1.56 -1.43
7 H -0.12 2.77 0.01
8 C -0.05 -2.78 -0.08
9 N -0.91 -2.20 0.39
10 H 0.58 -3.24 -0.88

Mulliken charges in e: number 1, S, carries -0.28; number 2, N, carries 0.00; number 3, C, carries -0.15; number 4, C, carries -0.27; number 5, H, carries 0.30; number 6, H, carries 0.17; number 7, H, carries 0.23; number 8, C, carries 0.10; number 9, N, carries -0.37; number 10, H, carries 0.26

=====

Record 10
An isolated ion of composition C3H4N2S and charge +2 in a non-equilibrium geometry, computed with ωB97M-V/def2-TZVPD.

Values from the calculation:
Frontier orbital gap (alpha / beta)   0.218 / 0.218 hartree
Energy relative to the best compared isomer or geometry (same formula, charge and spin)   85.89 kJ/mol
Calculated total energy   -623.44652 a.u.
E_HOMO (alpha / beta)   -21.5897 / -21.5912 eV
Largest force on an atom   0.1912 hartree/bohr
Total charge   +2

Cartesian coordinates (Å):
1 C -2.88 1.79 -0.61
2 C -0.95 0.60 -0.25
3 C 0.23 0.18 0.50
4 N -1.83 1.59 0.16
5 N -1.32 0.24 -1.53
6 S -2.79 1.00 -2.07
7 H 0.95 -0.57 0.05
8 H 0.07 -0.47 1.49
9 H 0.67 0.96 1.08
10 H -1.14 -0.61 -2.04

Mulliken charges in e: number 1, C, carries 0.52; number 2, C, carries 0.67; number 3, C, carries -1.04; number 4, N, carries 0.02; number 5, N, carries -0.11; number 6, S, carries 0.43; number 7, H, carries 0.37; number 8, H, carries 0.41; number 9, H, carries 0.36; number 10, H, carries 0.37